Below is the molecule C3H5OS at a distorted geometry, with properties calculated with ωB97M-V/def2-TZVPD.

Summary:
- LUMO level (alpha / beta): 0.76 / -2.20 eV
- Multiplicity: 2

XYZ file:
```
10
C3H5OS | OMol25 | ωB97M-V/def2-TZVPD
H -1.36 -1.07 -1.23
C 0.51 0.77 0.27
H 0.76 1.18 1.23
H -1.05 0.20 1.54
S 2.11 0.20 -0.41
H 0.02 -1.17 1.02
H 0.20 1.40 -0.58
O -2.80 -0.41 0.02
C -1.66 -0.63 -0.26
C -0.54 -0.28 0.64
```

***

Below is C3HINS as an isolated structure at a distorted geometry, with properties calculated with ωB97M-V/def2-TZVPD.

Summary:
- LUMO level (alpha / beta): -7.71 / -7.71 eV
- Total charge: +1

XYZ file:
```
7
C3HINS | OMol25 | ωB97M-V/def2-TZVPD
I 2.08 1.39 0.01
C -0.26 -1.68 -0.70
C -0.79 0.54 0.13
N -1.42 -0.30 -0.55
H -1.09 1.57 0.36
S 0.90 -1.62 0.34
C 0.58 0.09 0.41
```

***

Below is C19H23F5MnNOP as an isolated structure at a distorted geometry, with properties calculated with ωB97M-V/def2-TZVPD.

Summary:
- LUMO level (alpha / beta): -0.81 / -1.14 eV
- Multiplicity: 6

XYZ file:
```
51
C19H23F5MnNOP | OMol25 | ωB97M-V/def2-TZVPD
H -1.51 -2.19 -0.35
Mn -1.15 0.80 0.54
H -1.49 3.41 -1.29
P 0.55 2.11 -0.86
C 1.43 -1.97 -3.05
H -2.28 -2.99 -1.72
C -0.17 -3.27 -1.65
H 2.24 3.49 0.08
C -0.91 -2.12 5.19
C -0.61 -3.10 4.24
H -0.43 -4.02 -2.42
H 1.88 2.72 -2.78
C -2.43 -1.01 -3.32
H 2.12 -1.18 -2.72
C -1.44 -2.34 -1.43
F -1.63 0.07 5.71
C -2.77 0.17 -3.98
C 2.08 -2.77 -0.81
C -1.57 1.42 -2.31
H 1.24 1.07 -2.99
C -0.58 -2.77 2.90
O -0.71 -1.08 1.22
C 1.22 3.67 -0.27
H 2.70 -1.86 -0.88
H -0.08 -3.82 -0.69
H 1.93 -2.53 -3.86
C -1.68 -1.01 -2.11
F -0.35 -4.36 4.65
H -2.77 -1.95 -3.74
H -3.36 0.14 -4.90
H 2.76 -3.64 -0.80
C -1.27 -0.84 4.78
C -0.87 2.70 -1.89
H 1.23 4.42 -1.06
H 1.61 1.63 2.26
H 1.10 1.11 2.14
H -2.47 2.32 -4.08
C 1.67 1.77 -2.27
C -1.25 -0.51 3.44
H 0.63 4.02 0.58
H -0.44 3.25 -2.75
C -1.32 0.25 -1.59
F -0.88 -2.43 6.50
C -0.85 -1.45 2.46
F -0.29 -3.72 1.97
H 1.51 -2.75 0.14
C -2.33 1.40 -3.50
H 0.50 -1.51 -3.42
N 1.17 -2.84 -1.93
H 2.62 1.35 -1.90
F -1.63 0.75 3.03
```

***

Below is the molecule C25H27ClN4O2 at a distorted geometry, with properties calculated with ωB97M-V/def2-TZVPD.

Summary:
- LUMO level: 0.63 eV
- Structure (SMILES): COc1ccc(-n2cc(CNC[C@@H]3CC(=O)N(C4CC4)C3)c(-c3ccccc3Cl)n2)cc1

XYZ file:
```
59
C25H27ClN4O2 | OMol25 | ωB97M-V/def2-TZVPD
C 2.94 -3.57 -2.05
N 2.42 0.08 -0.17
C -0.66 4.60 -1.44
O 5.24 -2.46 -0.57
H 2.34 -3.04 2.25
C -5.39 -1.34 0.43
H -7.82 -3.48 0.74
C 3.13 -1.02 1.93
N -1.76 2.02 -0.15
C 4.56 -1.31 1.47
H 3.34 -0.08 -0.58
C 0.33 1.26 -0.50
H 1.56 0.42 1.67
Cl 1.31 3.48 1.84
H -4.28 -3.12 -0.04
H 1.52 -1.93 -1.60
C 2.56 0.24 1.27
C 0.71 4.40 0.50
H -1.34 4.14 -2.15
N -1.77 0.68 -0.16
H 1.37 -2.04 1.14
H 1.72 6.18 1.13
C 1.06 5.74 0.40
H 2.25 2.18 -0.52
C 4.40 -2.24 0.28
C -4.25 -2.05 0.08
C -4.11 0.70 0.38
C -3.05 -1.39 -0.11
C -0.53 0.19 -0.38
H -4.04 1.77 0.48
H 3.19 1.10 1.54
H 2.95 -4.50 -2.59
H 0.82 7.54 -0.72
C 2.54 -3.62 -0.61
H -6.54 -3.62 -0.49
H -0.31 -0.86 -0.42
C 2.38 -2.28 1.46
H 3.72 -2.89 -2.33
C -2.97 -0.01 0.03
C -0.32 5.93 -1.55
H 1.92 1.10 -1.89
C 1.62 -3.01 -1.62
C -6.77 -3.28 0.52
H -2.18 -1.97 -0.39
H -0.73 6.53 -2.35
C 1.79 1.22 -0.81
H 3.07 -0.90 3.01
H -6.14 -3.82 1.23
N 3.16 -2.76 0.34
H 0.71 -3.54 -1.89
H 5.13 -1.84 2.24
H -6.20 0.59 0.84
C -0.14 3.81 -0.42
H 5.13 -0.42 1.21
C 0.55 6.50 -0.63
C -0.51 2.39 -0.34
C -5.31 0.05 0.57
H 2.27 -4.59 -0.19
O -6.62 -1.88 0.65
```

***

Below is the molecule C2H4Cl2O at a distorted geometry, with properties calculated with ωB97M-V/def2-TZVPD.

Summary:
- LUMO level: 0.70 eV
- Structure (SMILES): OCC(Cl)Cl

XYZ file:
```
9
C2H4Cl2O | OMol25 | ωB97M-V/def2-TZVPD
C -0.83 0.89 -0.57
Cl 0.59 -1.13 -0.72
H 0.37 1.02 -0.77
C -0.46 -0.04 0.50
O -1.48 0.29 -1.56
H -1.07 -0.80 0.80
H -0.81 0.18 -2.19
H -1.54 1.62 -0.09
Cl 0.74 0.57 1.62
```

***

Below is C34H49AsNO2S4SiW as an isolated structure, with properties calculated with ωB97M-V/def2-TZVPD.

Summary:
- LUMO level: -9.31 eV
- Total charge: +3

XYZ file:
```
93
C34H49AsNO2S4SiW | OMol25 | ωB97M-V/def2-TZVPD
C -5.71 -0.66 2.75
H 0.18 2.65 -3.90
H 0.06 -5.24 -0.52
C -4.54 -1.02 3.41
H 3.49 2.85 2.29
C 1.16 1.94 4.96
H -2.24 -3.44 -1.50
C -3.32 -0.51 2.99
C -2.76 4.81 -1.29
C -0.43 -4.61 -1.27
C -0.45 1.47 2.75
C -1.89 2.57 -1.12
C 3.99 1.53 -1.03
H -1.50 1.68 -1.58
H 4.09 -0.91 1.10
N 0.28 -0.36 -2.17
H -0.52 3.62 2.56
C 1.67 3.28 -0.26
H 4.81 0.88 -0.70
C 3.26 1.83 1.99
H -3.05 5.66 -1.90
H -0.21 -0.62 3.22
C 0.85 0.63 4.59
C -5.67 0.23 1.69
H -4.58 -1.69 4.25
H 3.78 -2.88 2.55
H 4.17 1.25 2.14
C 3.40 -3.14 -1.87
H -3.34 5.75 0.55
H 1.23 -0.20 5.17
H 5.01 -2.25 0.44
C 2.30 -4.15 -1.64
H 1.43 -0.53 -5.50
H -2.36 -4.71 -0.30
C 0.72 -3.90 2.02
C -0.78 -3.69 1.95
C -2.93 4.86 0.09
C -2.58 3.77 0.87
H 0.90 4.02 4.52
C 0.54 1.95 -4.66
Si 2.65 1.78 0.23
H 3.26 -3.87 1.18
H 0.35 2.37 -5.64
C 0.05 0.40 3.49
C 0.36 -0.40 -5.60
H -1.30 -4.65 1.93
C -0.19 0.59 -4.57
C -1.71 0.77 -4.72
O 1.62 0.39 0.20
As -1.63 1.10 1.30
W 0.74 -1.16 -0.22
H 2.49 1.45 2.67
H -2.11 1.45 -3.98
H -2.16 3.63 -2.97
H -2.23 -0.18 -4.65
H -6.58 0.52 1.19
H 4.43 2.51 -1.24
C -2.04 2.64 0.26
H -1.13 -3.15 2.83
S 1.57 -2.30 1.86
H 2.33 -4.93 -2.40
C 3.28 -2.86 1.58
C -0.14 2.78 3.12
C 0.07 0.05 -3.23
H 1.78 2.12 5.83
C 4.00 -1.90 0.65
H 0.16 0.00 -6.60
H -4.43 1.45 0.43
H 2.36 -4.62 -0.66
S 0.71 -3.29 -1.78
C -2.26 3.67 -1.89
H 1.62 1.82 -4.55
H -0.64 -5.22 -2.14
H -0.13 -1.37 -5.53
C -1.69 -3.97 -0.72
H 3.60 1.14 -1.97
H -2.74 3.81 1.94
H 1.00 -4.32 2.99
C 0.67 3.01 4.23
C -3.28 0.37 1.91
C -4.45 0.75 1.26
H 0.83 3.50 0.39
H -2.42 -0.77 3.54
S 3.17 -1.60 -0.94
H -6.66 -1.05 3.09
H 3.41 -2.82 -2.92
S -1.35 -2.71 0.53
H 1.09 -4.56 1.24
H 4.38 -3.55 -1.64
O -0.93 -0.08 0.27
H 2.36 4.13 -0.21
H -1.90 1.19 -5.71
H 1.31 3.21 -1.28
```

***

Respective total energy values: -16072.551 -23538.754 -77806.022 -48940.497 -29229.032 -155501.236 eV.
Respective energy relative to the best compared isomer or geometry (same formula, charge and spin) values: 41.9 253.2 0.0 69.8 199.0 0.0 kJ/mol.